Computed, not measured: C28H43IN4NiO6Si as an isolated structure, with ωB97M-V/def2-TZVPD.

Each line ends with the natural charge from an NBO analysis.
Cartesian coordinates (Å):
Ni -0.47731 0.95553 0.83875  1.56
C -4.35948 2.97821 0.87274  -0.69
C -3.20961 2.03077 0.95567  0.24
N -1.98781 2.36587 0.79087  -0.33
N -1.64001 3.67087 0.58287  -0.47
C -0.32797 3.71893 0.37362  0.59
O 0.46075 2.72027 0.28507  -0.81
C 0.29622 5.07217 0.25262  -0.06
C -0.41902 6.24566 0.48860  -0.19
C 0.22061 7.47548 0.41859  -0.22
C 1.57618 7.54410 0.11319  -0.21
C 2.28807 6.37797 -0.13470  -0.21
C 1.64808 5.14772 -0.06542  -0.22
C -3.40694 0.59463 1.28246  0.16
C -4.65092 0.01124 1.42448  -0.24
C -4.72302 -1.33152 1.78154  -0.15
C -3.55767 -2.04746 1.98201  -0.25
C -2.34470 -1.39693 1.79367  0.08
N -2.28448 -0.11310 1.45433  -0.51
H -3.98747 3.99533 0.92952  0.26
H -5.07564 2.79847 1.67704  0.22
H -4.88448 2.85842 -0.08022  0.23
H -1.47190 6.17473 0.72502  0.23
H -0.33992 8.38483 0.60299  0.21
H 2.07492 8.50581 0.06809  0.21
H 3.34066 6.42865 -0.38872  0.21
H 2.18383 4.22787 -0.27307  0.23
H -5.54871 0.59174 1.25702  0.22
H -5.68775 -1.81045 1.89577  0.22
H -3.57346 -3.09229 2.26592  0.23
H -1.39537 -1.91617 1.87447  0.26
C 4.56066 -2.62559 -0.62054  -0.61
C 3.36362 -1.82014 -1.09515  0.27
C 3.49537 -0.37101 -0.63745  -0.63
C 3.25853 -1.88310 -2.61652  -0.63
O 2.22375 -2.44495 -0.50296  -0.94
Si 0.64320 -2.00766 -0.38145  2.49
O 0.34641 -0.68783 0.44231  -1.42
O -0.10818 -3.24908 0.40224  -0.94
C -0.02904 -4.67433 0.31508  0.27
C -0.31945 -5.12094 -1.11565  -0.63
C 1.33955 -5.17784 0.76521  -0.63
C -1.10221 -5.19595 1.25832  -0.61
O 0.09755 -1.99831 -1.93921  -0.94
C -0.89425 -1.25659 -2.63782  0.27
C -0.93704 -1.84220 -4.04178  -0.61
C -2.24302 -1.43439 -1.94427  -0.62
C -0.52723 0.22032 -2.72400  -0.61
H 5.48924 -2.20252 -1.01461  0.20
H 4.47534 -3.66186 -0.95621  0.21
H 4.60391 -2.61553 0.47140  0.21
H 4.31792 0.11700 -1.16697  0.21
H 3.69418 -0.33477 0.43797  0.21
H 2.56798 0.17080 -0.83763  0.22
H 4.18526 -1.53544 -3.07845  0.20
H 2.42980 -1.26366 -2.97086  0.22
H 3.06557 -2.91203 -2.93258  0.21
H 0.36886 -4.63360 -1.81183  0.23
H -1.33964 -4.85047 -1.40063  0.20
H -0.20339 -6.20341 -1.20616  0.20
H 2.12154 -4.83630 0.08551  0.23
H 1.34078 -6.27021 0.79765  0.20
H 1.56876 -4.79226 1.76410  0.21
H -2.08404 -4.83414 0.93958  0.20
H -0.90807 -4.83917 2.27460  0.21
H -1.11539 -6.28801 1.26604  0.21
H -1.18780 -2.90543 -3.98919  0.21
H 0.04242 -1.74329 -4.51643  0.21
H -1.68442 -1.33221 -4.65584  0.20
H -2.52781 -2.49033 -1.93587  0.21
H -3.01963 -0.86346 -2.46108  0.20
H -2.18227 -1.08553 -0.90639  0.21
H 0.46295 0.34425 -3.17184  0.21
H -0.50063 0.67360 -1.74137  0.20
H -1.25730 0.75970 -3.33045  0.21
N 0.90637 3.29556 3.81150  -0.78
C 1.10270 2.28257 2.95928  0.69
O 0.22647 1.43799 2.76015  -0.70
C 2.44232 2.22048 2.27972  -0.60
I 3.90103 1.46655 3.64900  0.11
H 0.00442 3.38839 4.24734  0.41
H 1.59967 4.00702 3.95853  0.41
H 2.78499 3.19880 1.96245  0.24
H 2.40396 1.53312 1.44845  0.27

As for the HOMO-LUMO gap (spin up / spin down): 0.293 / 0.292 hartree. The calculation puts the HOMO energy (spin up / spin down) at -8.2430 / -8.2272 eV. The calculation puts the LUMO energy (spin up / spin down) at -0.27 / -0.29 eV. As for the spin multiplicity: 3. The calculation puts the energy above the lowest of the compared OMol25 structures with the same formula, charge and spin at 0.0 kJ/mol. Its charge is 0. For the total energy, the calculation gives -3859.0061 Ha.

---

Computed, not measured: a 2-piece molecular cluster, C28H43N3O4 overall, with ωB97M-V/def2-TZVPD.

Each line ends with the Mulliken charge.
Cartesian coordinates (Å):
C 2.08214 2.31407 -0.11349  -0.84
C 1.47414 2.41614 -1.49539  0.28
C 1.87421 3.67019 -2.23729  -1.68
N 0.01633 2.45275 -1.43354  0.81
N -0.58870 3.58881 -1.69475  -1.19
N -1.91727 3.32197 -1.57303  1.04
C -2.73199 4.56423 -1.41199  0.16
C -2.40028 5.41396 -2.61645  -1.42
C -2.33500 5.23913 -0.11481  -1.44
C -2.14271 2.02702 -1.22726  -0.35
C -3.57434 1.48393 -1.27058  2.11
C -3.57093 -0.04208 -1.31646  -2.15
C -4.28331 1.97001 -2.54399  -1.61
C -4.33643 1.94626 -0.02531  -1.54
C -0.86714 1.42929 -1.09727  1.04
C -0.39989 0.15161 -0.73422  -1.33
H 3.17444 2.36875 -0.18958  0.45
H 1.73965 3.14486 0.51702  0.30
H 1.81640 1.36970 0.36972  -0.09
H 1.71685 1.51602 -2.06612  0.29
H 2.96006 3.70094 -2.35462  0.47
H 1.41644 3.68978 -3.22953  0.42
H 1.54828 4.56282 -1.69274  0.31
H -3.78535 4.28557 -1.39328  0.33
H -2.85227 6.40728 -2.52281  0.45
H -1.31272 5.51454 -2.69741  0.32
H -2.77694 4.95172 -3.53460  0.33
H -2.83335 6.21142 -0.02824  0.43
H -2.61698 4.62532 0.74803  0.33
H -1.24894 5.39558 -0.10512  0.31
H -3.16152 -0.46412 -0.39367  0.39
H -4.59848 -0.41442 -1.43260  0.50
H -2.98144 -0.39329 -2.17213  0.42
H -4.32074 3.06100 -2.62130  0.33
H -3.77039 1.57764 -3.43070  0.34
H -5.31729 1.59905 -2.54653  0.45
H -4.38212 3.03996 0.04832  0.24
H -5.36430 1.56080 -0.06205  0.45
H -3.84657 1.55624 0.87581  0.32
H -1.18294 -0.54589 -0.44490  -0.26
H 0.54119 -0.14880 -1.20300  0.15
C -0.14994 -3.44829 -3.81974  -1.06
C 0.01766 -4.33684 -2.61593  -0.23
O 0.47774 -3.49978 -1.52737  -0.22
C 0.55693 -4.17116 -0.36441  0.22
C 1.01340 -3.30113 0.76339  0.51
C 0.91799 -1.94070 0.79064  0.44
C 1.62329 -1.21261 1.83118  1.13
C 2.87202 -1.68095 2.33259  -0.50
C 3.46280 -1.09361 3.44084  -0.73
C 2.87215 0.01409 4.06408  1.22
C 3.49176 0.59561 5.29801  -1.51
C 1.70283 0.55483 3.51595  -0.78
C 1.09559 -0.03732 2.41367  -0.54
C 1.34715 -4.11489 1.98674  -0.39
O 0.89079 -3.91673 3.09965  -0.62
O 2.18674 -5.12745 1.70663  -0.24
C 2.43248 -5.99137 2.84342  -0.17
C 3.33670 -7.08432 2.34987  -1.22
O 0.25127 -5.34521 -0.24492  -0.63
H -0.56532 -4.02893 -4.64590  0.41
H -0.83211 -2.61704 -3.60986  0.16
H 0.81331 -3.03873 -4.14095  0.29
H -0.93389 -4.80231 -2.33017  0.33
H 0.76431 -5.12079 -2.80310  0.29
H 0.25757 -1.49265 0.09051  -0.08
H 3.36983 -2.51099 1.82379  0.58
H 4.39034 -1.50640 3.84726  0.37
H 2.94539 1.48721 5.61696  0.34
H 3.48150 -0.12710 6.12419  0.32
H 4.53935 0.87178 5.12832  0.34
H 1.26213 1.44538 3.97052  0.29
H 0.16991 0.36194 1.99199  0.28
H 2.90686 -5.40973 3.64751  0.29
H 1.47300 -6.39542 3.19532  0.29
H 3.54097 -7.78081 3.16513  0.40
H 2.86731 -7.63914 1.53203  0.30
H 4.29041 -6.67819 1.99999  0.29

As for the HOMO-LUMO gap: 0.230 hartree. The calculation puts the HOMO energy at -6.0299 eV. The calculation puts the LUMO energy at 0.24 eV. As for the spin multiplicity: 1. The calculation puts the energy above the lowest of the compared OMol25 structures with the same formula, charge and spin at 66.8 kJ/mol. Its charge is 0. For the total energy, the calculation gives -1557.8541 Ha.